[1]
Density functional theory data (ωB97M-V with the def2-TZVPD basis set) for a 13-piece molecular cluster, C39H52O39 overall in a non-equilibrium geometry.

Computed properties:
- net charge = 0
- relative energy (zero: lowest compared OMol25 entry of this formula, charge and spin) (kJ/mol) = 93.7

Structure (XYZ):
```
130
C39H52O39 (ωB97M-V with the def2-TZVPD basis set)
C -3.36 1.20 4.20
C -1.94 0.61 4.41
O -1.01 1.65 4.02
C -1.64 2.69 3.59
O -1.19 3.78 3.30
O -3.00 2.49 3.60
H -3.82 1.49 5.19
H -4.06 0.66 3.58
H -1.79 -0.22 3.73
H -1.71 0.37 5.40
C -3.50 -0.29 -0.66
C -2.00 -0.49 -0.70
O -1.84 -1.90 -0.95
C -3.00 -2.48 -1.26
O -3.18 -3.65 -1.49
O -4.00 -1.62 -1.11
H -3.81 0.41 -1.39
H -3.94 -0.15 0.33
H -1.55 -0.41 0.27
H -1.44 0.08 -1.48
C -5.33 3.10 -1.60
C -5.54 2.01 -2.63
O -4.25 1.75 -3.15
C -3.49 2.90 -2.86
O -2.36 3.05 -3.23
O -4.20 3.78 -2.18
H -5.04 2.65 -0.69
H -6.22 3.74 -1.51
H -6.25 2.20 -3.44
H -5.98 1.11 -2.11
C -3.17 5.31 1.32
C -1.87 5.41 0.46
O -1.56 4.00 0.18
C -2.61 3.28 0.49
O -2.66 2.09 0.27
O -3.63 4.00 0.99
H -3.94 5.97 0.97
H -3.04 5.30 2.39
H -1.03 5.83 1.08
H -1.85 5.89 -0.48
C 0.17 0.00 -4.72
C 1.64 -0.10 -5.09
O 1.90 -1.49 -4.81
C 0.73 -2.14 -4.70
O 0.57 -3.32 -4.69
O -0.33 -1.27 -4.65
H -0.43 0.63 -5.36
H 0.16 0.47 -3.72
H 2.32 0.49 -4.46
H 1.76 -0.01 -6.19
C -0.40 -2.91 3.30
C 0.66 -3.96 3.73
O 1.62 -3.18 4.46
C 1.22 -1.90 4.50
O 1.84 -1.02 5.13
O 0.13 -1.67 3.81
H -1.42 -3.11 3.67
H -0.52 -2.87 2.23
H 1.15 -4.35 2.83
H 0.25 -4.76 4.29
C -4.13 -4.89 1.56
C -5.29 -4.15 1.05
O -5.25 -2.92 1.82
C -3.98 -2.73 2.26
O -3.42 -1.73 2.60
O -3.23 -3.89 2.03
H -3.58 -5.39 0.78
H -4.31 -5.61 2.44
H -6.24 -4.65 1.29
H -5.29 -4.06 -0.04
C 6.38 0.41 -0.04
C 4.90 0.07 -0.15
O 4.22 1.11 0.56
C 5.11 1.84 1.28
O 4.82 2.54 2.17
O 6.37 1.56 0.90
H 6.86 0.74 -0.95
H 6.98 -0.31 0.42
H 4.70 -0.88 0.29
H 4.54 -0.12 -1.15
C 0.92 1.00 0.30
C 1.16 -0.18 1.21
O 1.79 -1.18 0.35
C 1.59 -0.84 -0.93
O 1.91 -1.49 -1.92
O 1.20 0.43 -1.04
H 1.59 1.86 0.55
H -0.11 1.32 0.32
H 0.21 -0.54 1.60
H 1.81 -0.02 2.06
C 0.13 -5.72 -2.10
C 0.27 -4.27 -1.76
O 0.42 -4.36 -0.35
C -0.12 -5.49 0.13
O -0.29 -5.81 1.28
O -0.47 -6.27 -0.92
H 1.03 -6.37 -2.17
H -0.56 -5.87 -2.90
H -0.70 -3.83 -2.02
H 1.10 -3.73 -2.19
C 4.59 -2.00 -3.47
C 4.25 -3.36 -4.03
O 4.12 -4.15 -2.80
C 4.97 -3.62 -1.88
O 5.27 -4.07 -0.83
O 5.36 -2.38 -2.29
H 3.75 -1.45 -3.07
H 5.21 -1.41 -4.12
H 5.02 -3.85 -4.67
H 3.29 -3.48 -4.58
C 2.11 2.61 4.19
C 2.31 4.01 4.72
O 1.92 4.85 3.57
C 1.55 4.06 2.57
O 1.18 4.48 1.53
O 1.42 2.82 2.94
H 1.43 2.08 4.88
H 3.00 2.05 3.93
H 3.32 4.22 4.93
H 1.71 4.26 5.59
C 2.65 4.41 -1.54
C 1.48 4.12 -2.45
O 1.90 2.91 -3.17
C 3.11 2.51 -2.69
O 3.80 1.61 -3.13
O 3.45 3.26 -1.65
H 2.30 4.65 -0.51
H 3.28 5.16 -1.87
H 1.41 4.98 -3.12
H 0.54 3.97 -1.99
```

Results of the Löwdin charge analysis, in e, for atoms 1 through 2:
1 C -0.0439
2 C -0.0616


[2]
Density functional theory data (ωB97M-V with the def2-TZVPD basis set) for a 18-piece molecular cluster, C68H140O18 overall in a non-equilibrium geometry.

Computed properties:
- E_tot (eV) = -109628.282
- net charge = 0

Structure (XYZ):
```
226
C68H140O18 (ωB97M-V with the def2-TZVPD basis set)
C -1.17 3.62 4.90
C -1.11 4.34 3.60
C 0.34 4.28 3.30
O 0.71 3.00 3.79
C 0.07 2.79 5.06
H -2.11 3.06 4.84
H -1.27 4.28 5.76
H -1.36 5.40 3.58
H -1.64 3.94 2.74
H 0.92 5.10 3.72
H 0.46 4.25 2.22
H 0.74 3.06 5.88
H 0.01 1.72 5.25
C 4.43 -0.04 4.02
C 5.48 -1.02 3.46
C 4.91 -2.41 3.82
O 3.79 -2.21 4.63
C 3.23 -0.91 4.38
H 4.27 0.79 3.32
H 4.83 0.35 4.95
H 6.42 -0.84 3.97
H 5.58 -0.94 2.38
H 5.70 -2.96 4.33
H 4.54 -2.84 2.90
H 2.65 -0.48 5.20
H 2.51 -0.99 3.56
C 5.69 3.65 2.76
C 4.28 3.68 3.17
C 3.49 3.54 1.85
O 4.42 2.58 1.22
C 5.80 2.78 1.53
H 6.32 3.37 3.61
H 5.99 4.68 2.57
H 3.92 4.57 3.68
H 4.05 2.79 3.77
H 3.43 4.47 1.28
H 2.55 3.02 2.06
H 6.36 3.24 0.71
H 6.15 1.82 1.90
C -0.02 0.50 -0.41
C 0.12 1.29 0.90
C 1.10 0.51 1.67
O 0.70 -0.88 1.42
C 0.10 -0.93 0.11
H 0.75 0.69 -1.16
H -0.98 0.68 -0.89
H -0.76 1.41 1.53
H 0.56 2.25 0.65
H 1.14 0.86 2.70
H 2.10 0.61 1.24
H -0.85 -1.38 0.37
H 0.55 -1.61 -0.62
C 4.51 -1.45 -2.93
C 3.22 -0.92 -2.21
C 3.57 -0.86 -0.67
O 4.54 -1.85 -0.58
C 5.36 -1.98 -1.72
H 5.08 -0.66 -3.42
H 4.36 -2.28 -3.62
H 2.40 -1.64 -2.27
H 2.78 0.00 -2.59
H 2.78 -1.23 -0.01
H 4.02 0.09 -0.36
H 5.69 -3.01 -1.77
H 6.24 -1.35 -1.54
C 5.81 2.84 -1.93
C 6.16 2.91 -3.41
C 5.15 3.74 -4.07
O 4.69 4.64 -3.08
C 4.73 3.96 -1.81
H 6.74 2.97 -1.38
H 5.44 1.83 -1.73
H 6.25 1.94 -3.89
H 7.14 3.39 -3.51
H 4.31 3.13 -4.40
H 5.47 4.24 -4.98
H 3.74 3.58 -1.56
H 5.19 4.60 -1.07
C -3.45 1.37 -5.27
C -3.92 -0.07 -5.00
C -4.22 0.09 -3.50
O -3.36 1.09 -2.93
C -2.72 1.79 -4.04
H -4.17 2.18 -5.45
H -2.70 1.32 -6.06
H -3.08 -0.76 -5.05
H -4.75 -0.42 -5.62
H -4.16 -0.87 -2.98
H -5.25 0.38 -3.30
H -1.71 1.39 -4.15
H -2.56 2.86 -4.06
C 0.59 4.81 -0.55
C 0.94 5.51 -1.85
C -0.41 5.64 -2.53
O -1.36 5.10 -1.63
C -0.76 4.08 -0.82
H 0.50 5.54 0.25
H 1.39 4.13 -0.25
H 1.60 4.97 -2.52
H 1.42 6.47 -1.72
H -0.51 5.27 -3.55
H -0.59 6.71 -2.68
H -0.64 3.16 -1.40
H -1.43 3.94 0.03
C -5.19 0.36 -0.01
C -6.38 0.67 0.81
C -6.60 2.14 0.50
O -5.27 2.55 0.57
C -4.40 1.73 -0.15
H -5.50 0.03 -1.00
H -4.62 -0.42 0.48
H -6.11 0.61 1.86
H -7.30 0.14 0.55
H -7.17 2.63 1.28
H -7.07 2.47 -0.42
H -3.40 1.81 0.26
H -4.29 2.12 -1.16
C -0.33 -7.54 -4.80
C 0.26 -7.33 -3.36
C -0.54 -6.19 -2.82
O -1.20 -5.62 -3.91
C -1.55 -6.63 -4.82
H -0.41 -8.58 -5.12
H 0.41 -7.21 -5.53
H 1.31 -7.04 -3.49
H 0.13 -8.28 -2.84
H -0.06 -5.38 -2.28
H -1.34 -6.47 -2.13
H -1.57 -6.25 -5.84
H -2.50 -7.10 -4.57
C 2.84 -4.10 1.05
C 2.87 -5.55 1.77
C 2.00 -6.49 1.00
O 1.34 -5.61 0.06
C 2.15 -4.52 -0.28
H 3.82 -3.76 0.74
H 2.30 -3.31 1.58
H 2.56 -5.40 2.81
H 3.81 -6.10 1.85
H 1.22 -6.98 1.59
H 2.62 -7.23 0.49
H 1.45 -3.81 -0.70
H 2.95 -4.74 -0.99
C 0.54 -3.09 -4.60
C 1.09 -1.81 -5.20
C 0.39 -0.63 -4.51
O -0.35 -1.24 -3.41
C -0.71 -2.50 -3.84
H 1.16 -3.62 -3.87
H 0.14 -3.83 -5.29
H 0.78 -1.75 -6.24
H 2.18 -1.86 -5.08
H -0.35 -0.14 -5.15
H 1.04 0.17 -4.15
H -1.61 -2.41 -4.45
H -1.04 -3.18 -3.05
C 1.76 4.01 -7.30
C 2.76 2.92 -6.85
C 1.84 2.12 -5.89
O 0.96 3.07 -5.36
C 0.49 3.75 -6.51
H 1.53 3.89 -8.36
H 2.24 4.98 -7.24
H 3.73 3.25 -6.49
H 3.03 2.27 -7.68
H 2.30 1.64 -5.02
H 1.32 1.26 -6.33
H 0.00 4.70 -6.31
H -0.28 3.09 -6.90
C -2.96 -3.93 -1.09
C -4.15 -4.93 -1.11
C -5.34 -4.07 -1.55
O -4.98 -2.83 -0.87
C -3.67 -2.88 -0.35
H -2.81 -3.54 -2.09
H -2.08 -4.34 -0.59
H -4.37 -5.52 -0.21
H -4.10 -5.69 -1.88
H -6.30 -4.53 -1.29
H -5.28 -3.97 -2.63
H -3.79 -3.14 0.70
H -3.08 -1.96 -0.40
C -2.23 0.15 3.93
C -3.69 0.44 3.60
C -4.26 -0.98 3.79
O -3.71 -1.34 4.96
C -2.31 -0.98 4.96
H -1.70 1.08 4.13
H -1.64 -0.07 3.04
H -3.83 0.95 2.65
H -4.19 1.02 4.37
H -3.99 -1.75 3.07
H -5.32 -0.90 4.04
H -1.61 -1.78 4.75
H -1.97 -0.62 5.93
C -5.29 4.17 3.78
C -6.76 4.61 3.54
C -6.78 6.14 3.85
O -5.46 6.50 3.61
C -4.55 5.43 3.39
H -4.97 3.34 3.15
H -5.11 3.83 4.80
H -7.49 4.06 4.13
H -7.11 4.45 2.53
H -6.99 6.20 4.91
H -7.44 6.73 3.20
H -3.66 5.44 4.02
H -4.29 5.40 2.34
C -0.12 -4.35 7.51
C 0.30 -2.93 7.10
O 1.32 -2.82 6.16
H -0.32 -5.10 6.74
H -1.00 -4.19 8.14
H 0.68 -4.77 8.11
H 0.61 -2.44 8.02
H -0.49 -2.31 6.69
H 0.80 -2.88 5.35
C -1.80 -4.54 2.88
C -0.27 -4.39 2.69
O -0.07 -3.13 3.24
H -2.05 -5.57 2.66
H -2.24 -3.80 2.20
H -2.06 -4.31 3.91
H 0.20 -4.49 1.71
H 0.17 -5.21 3.25
H -0.50 -2.52 2.63
```

Results of the Löwdin charge analysis, in e, for atoms 1 through 2:
1 C -0.1639
2 C -0.1904


[3]
Density functional theory data (ωB97M-V with the def2-TZVPD basis set) for one molecule with the formula C22H25N3O4 in a non-equilibrium geometry.

Computed properties:
- net charge = 0
- relative energy (zero: lowest compared OMol25 entry of this formula, charge and spin) (kJ/mol) = 260.0

Structure (XYZ):
```
54
C22H25N3O4 (ωB97M-V with the def2-TZVPD basis set)
C -6.50 3.43 -5.04
C -6.55 2.11 -4.28
C -5.23 1.83 -3.57
H -5.01 2.63 -2.86
H -4.42 1.78 -4.30
C -5.28 0.50 -2.81
N -4.05 0.26 -2.11
C -2.91 -0.21 -2.65
C -1.96 -0.25 -1.62
C -0.61 -0.62 -1.47
C -0.03 -0.52 -0.23
C -0.76 -0.05 0.89
C -2.07 0.35 0.77
C -2.69 0.24 -0.48
N -3.94 0.53 -0.81
H -2.61 0.73 1.62
C -0.10 0.07 2.23
O -0.33 0.99 3.00
N 0.74 -0.94 2.53
H 0.92 -1.67 1.85
C 1.56 -0.94 3.73
C 3.00 -0.68 3.39
C 3.36 0.54 2.84
C 4.67 0.84 2.47
C 5.61 -0.14 2.69
C 5.26 -1.37 3.25
C 3.97 -1.67 3.60
H 3.72 -2.62 4.03
O 6.38 -2.16 3.35
C 7.45 -1.38 2.85
O 6.95 -0.12 2.43
H 8.20 -1.23 3.64
H 7.91 -1.89 2.00
H 4.94 1.79 2.04
H 2.59 1.29 2.69
H 1.16 -0.14 4.36
H 1.45 -1.90 4.25
H 1.01 -0.77 -0.11
H -0.02 -0.96 -2.30
O -2.94 -0.54 -3.96
C -1.72 -0.83 -4.61
C -0.86 0.41 -4.82
H -0.60 0.86 -3.87
H -1.41 1.14 -5.41
H 0.05 0.14 -5.35
H -1.17 -1.60 -4.05
H -2.02 -1.25 -5.57
H -6.07 0.53 -2.05
H -5.45 -0.33 -3.50
H -7.35 2.15 -3.54
H -6.77 1.30 -4.98
H -7.45 3.62 -5.54
H -6.30 4.26 -4.36
H -5.71 3.41 -5.79
```

Results of the natural (NBO) charge analysis, in e, for atoms 1 through 2:
1 C -0.5981
2 C -0.3921


[4]
Density functional theory data (ωB97M-V with the def2-TZVPD basis set) for a 2-piece molecular cluster, C7H10N2O overall in a non-equilibrium geometry.

Computed properties:
- net charge = 0
- relative energy (zero: lowest compared OMol25 entry of this formula, charge and spin) (kJ/mol) = 437.1

Structure (XYZ):
```
20
C7H10N2O (ωB97M-V with the def2-TZVPD basis set)
C -0.13 0.38 2.99
C -0.87 1.50 2.75
C -0.21 -0.36 1.71
C 2.49 -1.08 -1.47
C 1.34 -0.55 -1.61
C -0.92 -0.22 -2.61
C 0.18 -0.03 -1.66
N -1.51 1.37 1.56
N -1.10 0.25 0.95
O 0.37 -1.51 1.37
H 0.58 0.34 3.91
H -1.20 2.40 3.21
H 3.45 -0.59 -1.81
H 2.67 -1.93 -0.95
H -1.04 0.64 -3.42
H -0.81 -1.21 -3.23
H -1.91 -0.21 -2.11
H -0.12 0.48 -0.81
H 0.58 -1.67 0.37
H -1.84 2.03 0.86
```

Results of the natural (NBO) charge analysis, in e, for atoms 1 through 2:
1 C -0.3796
2 C -0.0471


[5]
Density functional theory data (ωB97M-V with the def2-TZVPD basis set) for a 2-piece molecular cluster, C3H8OS overall in a non-equilibrium geometry.

Computed properties:
- net charge = 0
- relative energy (zero: lowest compared OMol25 entry of this formula, charge and spin) (kJ/mol) = 147.4

Structure (XYZ):
```
13
C3H8OS (ωB97M-V with the def2-TZVPD basis set)
O 1.43 -0.41 4.30
C 2.21 0.36 4.78
H 2.59 0.35 5.87
H 2.29 1.30 4.16
C -0.33 1.12 -2.84
S -1.52 -0.07 -2.24
C -0.39 -1.14 -1.28
H -0.60 2.12 -2.52
H -0.46 1.15 -3.92
H 0.67 0.94 -2.44
H 0.56 -0.64 -1.38
H -0.61 -1.21 -0.23
H -0.22 -2.15 -1.67
```

Results of the natural (NBO) charge analysis, in e, for atoms 1 through 2:
1 O -0.4916
2 C 0.2577


[6]
Density functional theory data (ωB97M-V with the def2-TZVPD basis set) for a 2-piece molecular cluster, C9H13N3O overall in a non-equilibrium geometry.

Computed properties:
- net charge = 0
- relative energy (zero: lowest compared OMol25 entry of this formula, charge and spin) (kJ/mol) = 484.3

Structure (XYZ):
```
26
C9H13N3O (ωB97M-V with the def2-TZVPD basis set)
C -0.52 -1.40 2.52
C -1.65 -0.79 1.96
C 0.46 -2.04 1.74
C -1.89 -0.82 0.59
C 0.23 -2.05 0.29
C -0.89 -1.36 -0.23
C 0.73 1.95 -1.56
C 1.40 2.41 -0.06
C -1.81 2.09 -1.82
N -0.67 2.01 -1.55
N -0.95 -1.47 -1.60
N 1.41 1.29 0.93
O 0.29 -1.28 -2.17
H -0.35 -1.27 3.55
H -2.36 -0.48 2.73
H 1.20 -2.61 2.17
H -2.88 -0.56 0.23
H 1.03 -2.29 -0.44
H 1.12 2.68 -2.25
H 1.28 0.96 -1.83
H 2.43 2.64 -0.27
H 0.80 3.21 0.45
H -1.60 -0.77 -1.98
H 0.28 -1.56 -3.06
H 2.23 0.77 0.89
H 0.66 0.74 0.78
```

Results of the natural (NBO) charge analysis, in e, for atoms 1 through 2:
1 C -0.2440
2 C -0.1886


[7]
Density functional theory data (ωB97M-V with the def2-TZVPD basis set) for a 2-piece molecular cluster, C4H6N2 overall in a non-equilibrium geometry.

Computed properties:
- net charge = 0
- relative energy (zero: lowest compared OMol25 entry of this formula, charge and spin) (kJ/mol) = 558.9

Structure (XYZ):
```
12
C4H6N2 (ωB97M-V with the def2-TZVPD basis set)
N 2.58 -0.92 -0.50
C 1.61 -0.84 0.13
C 0.42 -0.81 0.99
C -0.42 0.44 0.87
C -0.15 0.52 -1.91
N -1.68 0.35 0.96
H -0.21 -1.67 0.78
H 0.76 -0.89 2.03
H 0.13 1.39 0.78
H -0.71 -0.25 -2.48
H -0.23 1.42 -2.57
H -2.11 1.27 0.93
```

Results of the natural (NBO) charge analysis, in e, for atoms 1 through 2:
1 N -0.3315
2 C 0.3050